Entry 1:
21
Properties=species:S:1:pos:R:3:forces:R:3:mulliken_charge:R:1 method="wB97M-V/def2-TZVPD" total_energy_ha=-312.1981 e_homo_ev=-9.873 smiles=C1CCCC1.CO orbital_gap_ev=10.937 e_lumo_ev=1.064 relative_energy_kcal_mol=35.8 mol_weight_g_mol=102.18
C -1.8765 -0.2464 0.0143 -0.1 0.1 0.0 -0.63
C -1.7852 1.2244 0.3798 -0.2 0.2 0.1 -0.65
C -0.3238 1.4128 0.7304 0.0 0.1 0.0 -0.65
C 0.3979 0.7525 -0.4336 -0.5 -0.5 -0.5 -0.70
C -0.6573 -0.4770 -0.8833 0.5 0.6 0.0 -0.80
H -2.8214 -0.5013 -0.4670 0.1 0.0 -0.1 0.33
H -1.8070 -0.8591 0.9205 0.1 0.1 -0.1 0.28
H -1.9866 1.8157 -0.5220 -0.2 0.1 0.2 0.24
H -2.4710 1.5258 1.1674 -0.1 0.0 0.0 0.39
H -0.0709 0.8894 1.6632 -0.1 0.0 -0.1 0.27
H -0.0406 2.4574 0.8675 0.0 0.0 -0.1 0.33
H 0.4390 1.3838 -1.3207 -0.3 0.3 0.1 0.31
H 1.4479 0.6222 -0.1457 -0.6 -0.6 -0.3 0.42
H -0.4340 -1.5617 -0.8739 0.6 0.5 0.2 0.48
H -0.8936 -0.2983 -1.9363 -0.1 0.2 0.2 0.38
C 2.6502 -1.3581 -0.8709 0.3 -0.1 -0.3 -0.65
O 1.8408 -1.4500 0.2730 0.0 -0.5 0.4 -0.56
H 2.1031 -1.0417 -1.7704 0.0 -0.1 0.2 0.27
H 3.0747 -2.3414 -1.0595 0.3 0.0 -0.2 0.30
H 3.4526 -0.6327 -0.7066 0.1 -0.1 0.0 0.26
H 0.9448 -1.2449 -0.0168 0.3 -0.2 0.4 0.38



Entry 2:
45
Properties=species:S:1:pos:R:3:forces:R:3:mulliken_charge:R:1 method="wB97M-V/def2-TZVPD" total_energy_ha=-2117.7570 e_homo_ev="2.355 / -0.414" charge=-2 orbital_gap_ev="2.088 / 4.951" e_lumo_ev="4.443 / 4.538" relative_energy_kcal_mol=0.0 mol_weight_g_mol=809.78
C 4.1190 -2.6066 -3.3338 1.7 0.5 0.9 -2.64
I 2.9442 -0.4678 1.0361 1.7 -0.2 0.2 -0.50
H 4.6907 -2.1626 -2.4854 0.7 0.0 -0.2 0.16
H 4.2224 -2.0340 -4.2658 0.1 -0.1 0.4 0.58
H 4.4167 -3.6399 -3.5683 0.1 0.4 0.2 0.82
C -1.6776 -3.2568 2.8014 0.2 0.6 -0.8 -0.48
C -0.7248 -2.9009 3.6774 0.1 0.4 0.2 -0.43
N -0.0318 -1.8401 3.1205 -0.6 -0.8 -0.4 0.59
C -0.4877 -1.5691 1.8740 -0.7 -0.3 1.3 -1.05
N -1.5282 -2.4232 1.6881 0.7 -0.4 1.0 0.49
H -2.4452 -3.9963 2.8584 -0.2 -0.2 0.0 0.42
H -0.4797 -3.2817 4.6552 -0.1 0.0 -0.1 0.37
C -0.0834 3.4967 -2.9617 -0.2 -0.8 0.5 -0.43
C 0.4207 1.8038 -1.5254 0.1 1.7 -1.0 -1.00
N -0.5477 2.3353 -2.3227 1.3 0.8 -0.2 0.43
H 1.8984 4.4481 -2.8014 0.0 0.0 0.0 0.37
N 1.4860 2.6434 -1.6712 -1.1 0.4 -0.8 0.62
H -0.6952 4.0693 -3.6309 -0.1 0.0 -0.1 0.41
Bi 0.2252 0.1228 0.2755 -2.1 0.0 -0.3 1.50
C 2.7527 -2.6404 -3.0020 -1.6 -1.8 -3.8 0.14
O 1.7571 -2.5201 -2.4224 -1.1 1.0 2.5 0.54
C 1.1861 3.6805 -2.5567 0.2 -0.5 0.5 -0.53
C 2.7580 2.5353 -0.9956 0.6 -0.1 0.3 -0.89
H 2.6422 2.7013 0.0844 0.0 -0.1 -0.3 0.34
H 3.4281 3.2983 -1.4114 -0.1 -0.2 0.1 0.24
H 3.2025 1.5409 -1.1425 -0.2 0.4 0.0 0.23
C -1.8957 1.8392 -2.4985 -0.7 -0.2 0.1 -0.71
H -2.2918 2.2568 -3.4322 0.1 -0.1 0.1 0.33
H -2.5404 2.1472 -1.6618 0.3 -0.2 -0.2 0.18
H -1.8883 0.7436 -2.5597 0.0 0.4 0.1 0.24
C -2.4312 -2.4741 0.5560 -0.3 0.2 -0.4 -0.70
H -3.0323 -3.3833 0.6597 0.1 0.1 -0.1 0.28
H -1.8733 -2.5156 -0.3902 -0.1 0.0 0.3 0.21
H -3.0874 -1.5925 0.5424 0.3 -0.2 0.0 0.22
C 1.0049 -1.1363 3.8388 0.6 0.0 0.1 -0.77
H 1.9624 -1.2298 3.3039 -0.4 0.0 0.4 0.10
H 1.0774 -1.6012 4.8281 0.0 0.2 -0.1 0.24
H 0.7689 -0.0733 3.9446 -0.1 -0.2 -0.1 0.28
F -4.1655 2.3915 2.9564 -1.0 0.1 0.5 -0.55
Te -2.9137 1.5726 1.6440 2.0 0.1 -0.4 1.35
F -2.4584 0.1632 2.9922 -0.2 -0.3 0.2 -0.58
F 0.3361 1.7920 1.5616 0.2 -0.7 -0.4 -0.66
F -4.4127 0.4704 1.2604 0.0 0.1 0.0 -0.46
F -3.6187 2.7643 0.2079 -0.5 0.1 -0.4 -0.59
O -1.9891 0.5293 0.2725 0.5 -0.1 0.0 -0.71



Entry 3:
97
Properties=species:S:1:pos:R:3:forces:R:3:mulliken_charge:R:1 method="wB97M-V/def2-TZVPD" total_energy_ha=-3181.2378 e_homo_ev=-2.024 charge=-2 orbital_gap_ev=5.886 e_lumo_ev=3.861 relative_energy_kcal_mol=28.8 mol_weight_g_mol=882.34
Rb 0.0504 -0.4678 -0.1126 -0.1 0.6 0.5 0.65
N -4.4028 2.7025 1.6244 -0.1 0.0 -0.1 -0.61
C -3.9842 1.8799 0.5629 0.0 -0.5 -0.2 0.36
S -4.7342 0.3387 0.3870 0.0 0.0 0.1 -0.56
N -3.1258 2.4160 -0.2292 -0.1 1.1 0.5 -0.96
N -2.3451 1.8198 -1.1179 0.4 -0.8 -0.4 0.65
C -2.5209 2.0541 -2.3682 -0.3 0.2 0.2 -0.01
C -3.7275 2.7609 -2.8857 0.0 0.1 -0.1 0.13
C -5.0033 2.2666 -2.6259 -0.1 0.0 0.0 -0.04
C -6.1223 2.9253 -3.1185 0.0 0.0 0.0 -0.87
C -5.9837 4.0894 -3.8632 0.0 0.0 0.0 -0.32
C -4.7153 4.6049 -4.1005 0.0 0.0 0.0 -0.65
C -3.5969 3.9402 -3.6186 0.0 0.0 0.0 -0.07
C -1.4497 1.6913 -3.3193 0.2 0.0 -0.1 0.07
C -1.7578 1.3911 -4.6510 -0.1 -0.1 0.0 -0.81
C -0.7357 1.1624 -5.5507 0.0 0.0 0.0 -0.50
C 0.5780 1.2505 -5.1123 -0.1 0.0 0.0 -0.60
C 0.7922 1.5162 -3.7695 -0.1 0.1 0.0 -0.52
N -0.1822 1.7264 -2.8863 0.0 0.0 0.0 -0.29
H -4.7661 2.1448 2.3808 0.0 0.0 0.0 0.24
H -3.6789 3.3464 1.9109 0.0 0.0 0.0 0.24
H -5.1140 1.3754 -2.0138 0.0 0.0 0.0 0.36
H -7.1088 2.5258 -2.9158 0.0 0.0 0.0 0.39
H -6.8589 4.5987 -4.2502 0.0 0.0 0.0 0.35
H -4.5990 5.5275 -4.6579 0.0 0.0 0.0 0.37
H -2.6058 4.3405 -3.8018 0.0 0.0 0.0 0.46
H -2.7934 1.3271 -4.9589 0.0 0.0 0.0 0.51
H -0.9577 0.9151 -6.5821 0.0 0.0 0.0 0.42
H 1.4120 1.1157 -5.7890 0.0 0.0 0.0 0.45
H 1.8024 1.5805 -3.3837 0.0 0.0 0.0 0.83
C -4.3507 -4.3446 -0.3853 0.0 0.0 0.0 -0.37
C -3.5660 -3.4110 -1.0420 0.0 0.0 -0.1 -0.91
C -2.8449 -2.4732 -0.3196 0.1 -0.1 0.1 0.60
C -2.8795 -2.4861 1.0685 -0.2 -0.4 -0.2 -0.22
C -3.6811 -3.4150 1.7290 0.1 0.1 0.1 -0.36
C -4.4117 -4.3371 1.0053 -0.1 -0.1 -0.1 -0.59
N -2.0616 -1.5278 1.7327 0.1 0.2 -0.3 1.35
N -2.0084 -1.6653 2.9521 -0.3 -0.2 0.4 -0.63
C -1.2482 -0.6871 3.6527 0.2 0.3 0.2 -0.13
C -1.0093 -0.9640 4.9935 0.0 -0.2 0.0 -0.30
C -0.3207 -0.0407 5.7507 0.0 0.0 0.0 -0.41
C 0.0849 1.1438 5.1501 0.0 -0.1 0.0 -0.57
C -0.2082 1.3251 3.8084 0.0 0.1 -0.1 -0.44
N -0.8578 0.4340 3.0698 -0.2 0.0 -0.2 0.07
H -4.9121 -5.0765 -0.9533 0.0 0.0 0.0 0.35
H -3.5077 -3.4097 -2.1228 0.0 0.0 0.0 0.38
H -2.2496 -1.7314 -0.8349 -0.1 -0.1 0.0 -0.14
H -3.7127 -3.3936 2.8092 0.0 0.0 0.0 0.41
H -5.0296 -5.0628 1.5214 0.0 0.0 0.0 0.34
H -1.3334 -1.9163 5.3903 0.0 0.0 0.0 0.44
H -0.0975 -0.2395 6.7919 0.0 0.0 0.0 0.34
H 0.6199 1.9031 5.7057 0.0 0.0 0.0 0.40
H 0.0970 2.2330 3.2967 0.0 0.0 0.0 0.36
O 0.8914 -3.7403 -3.5249 0.0 0.0 0.0 -0.82
C 1.3325 -2.7540 -2.9380 0.2 0.2 0.1 0.00
O 0.9903 -2.2565 -1.8171 -0.4 -0.7 -0.2 -0.39
C 2.4739 -1.9035 -3.5598 -0.2 0.1 0.2 -0.65
P 2.8076 -0.7018 -2.1950 0.8 0.0 -0.2 1.16
C 4.2082 0.3008 -2.9258 -0.1 0.0 0.0 -0.29
C 5.0170 1.0430 -2.0559 0.0 0.0 0.0 -0.41
C 5.9958 1.8993 -2.5341 0.0 0.0 0.0 -0.54
C 6.1775 2.0630 -3.9043 0.0 0.0 0.0 -0.48
C 5.3668 1.3614 -4.7826 0.0 0.0 0.0 -0.62
C 4.3943 0.4909 -4.2958 0.0 0.0 0.0 0.03
C 3.8662 -1.7910 -1.1297 -0.1 0.0 0.0 0.27
C 5.1371 -2.2152 -1.5239 0.0 0.0 0.0 -0.44
C 5.8855 -3.0652 -0.7216 0.0 0.0 0.0 -0.71
C 5.3716 -3.5107 0.4917 0.0 0.0 0.0 -0.56
C 4.1094 -3.0998 0.8939 0.0 0.0 0.1 -0.59
C 3.3669 -2.2476 0.0880 0.0 0.1 -0.1 -0.04
H 2.0991 -1.4134 -4.4611 0.0 0.0 0.0 0.34
H 3.3431 -2.5086 -3.8201 0.0 0.0 0.0 0.42
H 4.8694 0.9406 -0.9855 0.0 0.0 0.0 0.34
H 6.6145 2.4524 -1.8366 0.0 0.0 0.0 0.40
H 6.9354 2.7406 -4.2798 0.0 0.0 0.0 0.32
H 5.4852 1.4892 -5.8530 0.0 0.0 0.0 0.37
H 3.7784 -0.0567 -5.0002 0.0 0.0 0.0 0.33
H 5.5485 -1.8730 -2.4671 0.0 0.0 0.0 0.37
H 6.8692 -3.3875 -1.0455 0.0 0.0 0.0 0.38
H 5.9538 -4.1767 1.1186 0.0 0.0 0.0 0.36
H 3.6899 -3.4385 1.8346 0.0 0.1 0.0 0.45
H 2.3860 -1.9454 0.4194 0.0 0.0 0.1 0.06
C 4.4599 1.3077 2.6052 0.0 0.1 -0.1 -1.73
C 3.1877 0.5996 2.2233 -0.1 -0.1 0.0 0.28
N 2.4579 0.9659 1.2335 -0.2 0.1 -0.3 0.46
O 2.9695 2.1015 0.5412 0.1 0.1 0.1 -0.55
C 2.7654 -0.5480 3.0290 0.1 0.0 0.1 0.29
C 3.6051 -1.0429 4.1748 -0.1 0.0 -0.1 -1.95
N 1.6280 -1.1110 2.6999 -0.2 -0.2 -0.2 0.85
O 1.1953 -2.1178 3.3713 0.2 0.0 0.0 -0.91
H 4.6840 2.0935 1.8903 0.1 0.0 0.0 0.51
H 5.2911 0.6011 2.6359 0.0 0.0 0.1 0.27
H 4.3583 1.7550 3.5967 0.0 -0.1 0.0 0.37
H 2.3343 2.1886 -0.1781 0.0 0.0 0.0 0.29
H 3.7708 -0.2753 4.9401 0.0 0.0 0.0 0.38
H 4.5854 -1.4072 3.8443 0.0 0.0 0.0 0.33
H 3.0583 -1.8724 4.6241 0.0 0.0 0.0 0.41



Entry 4:
84
Properties=species:S:1:pos:R:3:forces:R:3:mulliken_charge:R:1 method="wB97M-V/def2-TZVPD" total_energy_ha=-2347.3738 e_homo_ev=-17.019 charge=+3 orbital_gap_ev=7.075 e_lumo_ev=-9.944 relative_energy_kcal_mol=20.4 mol_weight_g_mol=780.70
Ta 0.3440 0.4356 -0.1162 3.3 -1.1 2.9 2.81
C -6.5352 4.8110 -0.0439 -0.1 0.0 0.0 -1.46
C -5.3547 3.9335 -0.2986 0.1 -0.1 0.0 0.80
C -4.0904 4.2510 0.2079 0.0 0.0 0.0 -1.15
C -2.9881 3.4688 -0.0783 0.1 0.1 0.0 -0.05
C -3.1646 2.3364 -0.8695 0.5 -0.1 0.1 0.60
C -4.4125 1.9805 -1.3810 0.0 -0.2 -0.1 -0.71
C -5.4940 2.7793 -1.0827 0.0 0.0 0.0 -1.06
S -1.7923 1.3960 -1.3769 -1.9 -0.1 -1.2 1.22
O -0.5457 2.0320 -0.6786 -0.6 1.2 -0.3 -0.71
O -1.6744 1.3038 -2.7879 -0.4 0.3 0.0 -0.52
N -1.6145 -0.0296 -0.6357 0.8 0.6 -0.5 -0.10
C -1.7555 -1.3366 -1.2693 0.0 -0.3 -0.1 -0.26
C -0.4481 -2.1181 -1.0299 -1.2 -0.6 -1.0 0.16
O -0.1831 -3.1448 -1.5455 0.2 0.2 0.3 -0.47
O 0.3970 -1.4284 -0.1985 0.2 0.0 0.4 -0.62
H -6.2546 5.7311 0.4624 0.0 0.0 0.0 0.38
H -7.2776 4.2903 0.5641 0.0 0.0 0.0 0.35
H -7.0194 5.0648 -0.9878 0.0 0.0 0.0 0.40
H -3.9652 5.1354 0.8188 0.0 0.0 0.0 0.41
H -2.0055 3.7644 0.2691 0.0 0.0 0.0 0.39
H -4.5217 1.1077 -2.0141 -0.1 0.0 0.0 0.53
H -6.4669 2.5185 -1.4791 0.0 0.0 0.0 0.47
H -1.8957 -1.2570 -2.3491 0.0 0.0 0.0 0.25
H -2.5800 -1.9139 -0.8507 0.0 0.1 0.0 0.59
N -2.9245 -0.1592 6.6590 -0.1 -0.1 0.1 -0.29
C -1.9164 0.3965 5.9909 0.3 0.1 -0.3 0.02
O -1.0643 1.1452 6.4242 -0.2 -0.1 0.1 -0.54
C -1.7158 0.1297 4.5113 0.2 0.1 -0.2 0.42
C -2.1612 1.0521 3.5626 0.0 -0.1 0.1 -0.19
C -1.6151 1.0390 2.3020 0.0 0.0 0.0 -1.01
N -0.6598 0.1621 1.9293 0.3 0.1 -0.5 -0.06
C -0.3077 -0.7922 2.8116 0.1 -0.2 -0.2 -0.72
C -0.8095 -0.8429 4.0911 -0.2 0.0 0.1 -0.59
H -3.0120 0.0325 7.6474 0.0 0.0 0.0 0.29
H -3.5968 -0.7750 6.2347 0.0 0.0 -0.1 0.22
H -2.8961 1.8031 3.8208 0.0 0.0 0.0 0.55
H -1.9334 1.7597 1.5630 0.0 0.0 0.0 0.59
H 0.4114 -1.5273 2.4711 -0.1 0.0 0.0 0.56
H -0.4699 -1.6139 4.7700 0.1 0.0 0.0 0.54
C 6.4316 0.9178 -2.3824 0.2 0.0 0.1 -1.52
C 5.0962 0.7840 -1.7469 -0.3 0.0 0.1 0.84
C 4.5150 -0.4724 -1.5210 0.1 0.1 0.0 -1.14
C 3.2644 -0.5684 -0.9687 -0.1 -0.2 0.0 -0.36
N 2.5470 0.5159 -0.6012 -0.4 0.1 0.1 0.79
C 3.1112 1.7299 -0.7820 -0.2 0.1 0.1 -0.21
C 4.3541 1.8988 -1.3389 0.1 -0.1 0.0 -1.14
H 6.6124 0.1152 -3.0955 0.0 0.0 0.0 0.43
H 7.2096 0.8417 -1.6158 0.0 0.0 0.0 0.32
H 6.5549 1.8833 -2.8684 0.0 0.0 0.0 0.43
H 5.0549 -1.3721 -1.7856 -0.1 0.0 0.0 0.56
H 2.8003 -1.5333 -0.8079 0.0 0.0 0.0 0.53
H 2.5301 2.5864 -0.4596 0.1 0.0 0.0 0.30
H 4.7537 2.8970 -1.4578 0.0 0.0 0.0 0.52
C 2.9836 -0.2516 2.3460 0.0 0.3 0.0 -1.05
C 2.2902 0.9751 2.8921 0.2 -0.4 0.1 -0.42
O 1.6132 1.7177 1.8463 -0.3 -0.1 -0.9 -0.22
C 1.1014 2.9761 2.3640 0.0 0.4 0.0 -0.04
C 1.1401 4.0622 1.3099 0.1 -0.2 0.1 -1.38
H 3.3963 -0.8164 3.1813 -0.1 -0.1 0.0 0.50
H 3.8088 0.0266 1.6924 0.0 -0.1 0.0 0.32
H 2.2946 -0.9060 1.8012 0.1 -0.1 0.0 0.04
H 3.0300 1.6392 3.3398 0.0 0.1 0.0 0.70
H 1.5656 0.7078 3.6646 0.0 0.1 0.0 0.33
H 1.7363 3.2729 3.1984 0.0 -0.1 0.0 0.59
H 0.0992 2.8176 2.7653 0.0 0.0 0.0 0.06
H 2.1704 4.2947 1.0409 0.0 0.0 0.0 0.43
H 0.6942 4.9700 1.7154 0.0 0.0 0.0 0.45
H 0.5908 3.7873 0.4114 -0.1 0.1 -0.1 0.25
C 2.3754 -0.9935 -5.1875 0.0 0.0 0.1 -1.59
C 0.8925 -0.7033 -4.8794 0.0 -0.2 -0.6 1.85
C 0.0461 -1.9841 -5.0454 0.0 0.0 0.1 -1.60
C 0.3559 0.4393 -5.7659 0.0 0.0 0.1 -1.56
C 0.7895 -0.2776 -3.5024 0.1 0.2 0.5 -0.33
N 0.7158 0.0602 -2.4061 -0.5 0.2 0.6 -0.33
H 2.4555 -1.2473 -6.2432 0.0 0.0 0.0 0.44
H 2.7406 -1.8376 -4.6020 0.0 0.0 0.0 0.37
H 3.0002 -0.1213 -4.9931 0.0 0.0 0.0 0.40
H 0.2525 -2.4012 -6.0300 0.0 0.0 0.0 0.46
H -1.0204 -1.7642 -4.9868 0.0 0.0 0.0 0.34
H 0.2976 -2.7384 -4.2999 0.0 0.0 0.0 0.38
H 0.4022 0.1153 -6.8044 0.0 0.0 0.0 0.43
H 0.9592 1.3403 -5.6558 0.0 0.0 0.0 0.41
H -0.6780 0.6792 -5.5193 0.0 0.0 0.0 0.39



Entry 5:
40
Properties=species:S:1:pos:R:3:forces:R:3:mulliken_charge:R:1 method="wB97M-V/def2-TZVPD" total_energy_ha=-891.8620 e_homo_ev=-20.023 charge=+3 orbital_gap_ev=8.238 e_lumo_ev=-11.785 mol_weight_g_mol=439.57
Os -0.2164 0.7309 0.8496 0.4 0.4 0.5 1.44
C -1.5376 2.4321 -1.2740 -0.1 -0.1 0.0 -0.57
C -2.2061 1.0749 -1.2789 0.1 0.1 0.0 -0.65
N -2.2295 0.5375 0.1240 0.1 -0.2 0.2 -0.54
C -2.5548 -0.9279 0.1384 0.0 0.0 0.0 -1.14
C -1.3182 -1.7111 -0.2155 0.0 0.0 0.0 0.98
C -1.3100 -2.9877 -0.7385 0.0 0.0 0.0 -1.01
C -0.0890 -3.6011 -0.9995 0.0 0.0 0.0 -0.45
C 1.1025 -2.9274 -0.7481 0.0 0.1 0.0 -1.02
C 1.0463 -1.6537 -0.2227 0.0 -0.1 0.0 1.04
C 2.2267 -0.7961 0.1418 0.0 0.0 0.0 -1.26
N 1.7968 0.6423 0.1271 0.0 -0.1 0.0 -0.42
C 1.7625 1.1399 -1.2905 -0.1 0.1 0.0 -0.65
C 1.0619 2.4749 -1.3107 0.0 -0.1 0.0 -0.60
N -0.2225 2.3330 -0.5271 0.1 0.0 0.0 -0.47
N -0.1488 -1.0865 0.0327 -0.1 0.1 0.1 0.17
H -2.1504 3.1644 -0.7468 0.0 0.0 0.0 0.41
H -1.3753 2.8060 -2.2838 0.0 0.0 0.0 0.38
H -1.6321 0.3689 -1.8825 -0.1 0.0 0.0 0.30
H -3.2199 1.1205 -1.6789 0.0 0.0 0.0 0.50
H -2.9476 1.0291 0.6574 0.0 0.0 0.0 0.37
H -3.3623 -1.1475 -0.5615 0.0 0.0 0.0 0.53
H -2.8903 -1.1920 1.1433 0.0 0.0 0.0 0.42
H -2.2440 -3.4958 -0.9412 0.0 0.0 0.0 0.56
H -0.0662 -4.6021 -1.4115 0.0 0.0 0.0 0.48
H 2.0600 -3.3861 -0.9586 0.0 0.0 0.0 0.57
H 3.0541 -0.9470 -0.5532 0.0 0.0 0.0 0.54
H 2.5850 -1.0409 1.1435 0.0 0.0 0.0 0.34
H 2.4892 1.1828 0.6444 0.0 0.0 0.0 0.36
H 1.1994 0.4048 -1.8679 0.1 0.0 0.0 0.33
H 2.7762 1.1952 -1.6895 0.0 0.0 0.0 0.49
H 0.8560 2.8172 -2.3234 0.0 0.0 0.0 0.36
H 1.6634 3.2385 -0.8161 0.0 0.0 -0.1 0.42
H -0.2259 3.1451 0.0982 0.0 0.0 0.0 0.47
C 1.4459 -0.0215 3.7644 0.2 0.0 -0.2 -1.10
C 0.4397 0.1340 2.6985 0.2 0.1 -0.1 0.66
O -0.7205 -0.1958 2.6926 -0.6 -0.3 -0.3 -0.34
H 0.9233 -0.1811 4.7082 0.0 0.0 0.0 0.41
H 2.1200 0.8332 3.8138 -0.1 0.0 0.0 0.35
H 2.0583 -0.9036 3.5423 -0.1 0.0 0.0 0.35